Entry 1:
C4H5NO2 | the ωB97M-V functional and the def2-TZVPD basis

Atoms and positions in Å:
O1 -2.41739 0.94076 0.05443
C1 -1.65500 -0.24319 0.12999
C2 -0.16478 -0.02724 0.12448
N1 0.32888 0.76850 -0.90321
O2 1.55907 0.83706 -0.98023
C3 2.06864 -0.34561 0.38556
C4 0.81645 -0.61345 0.87516
H1 -2.15020 1.40566 -0.74916
H2 -1.92710 -0.74833 1.05836
H3 -1.90108 -0.92580 -0.69993
H4 2.82656 0.23591 0.90824
H5 2.46742 -1.11864 -0.27700

The electronic energy comes out at -360.464354 a.u. The molecular weight comes out at 99.1 g/mol.

Now the Mulliken charges, all in e: -0.528 -0.451 0.514 -0.033 -0.302 -0.164 -0.380 0.328 0.304 0.201 0.270 0.242

Entry 2:
C4H5NO2 | the ωB97M-V functional and the def2-TZVPD basis

Atoms and positions in Å:
O1 3.37526 0.04955 -0.51214
C1 2.29632 -0.16943 -0.82905
C2 0.65052 0.51356 0.68811
C3 -0.32969 1.13273 -0.21422
N1 -0.31202 -0.34989 -0.22921
C4 -1.38716 -1.09263 0.31548
O2 -2.31989 -0.58937 0.87593
H1 0.27891 -0.78790 -0.94815
H2 0.26107 0.40943 1.70560
H3 0.01963 1.53584 -1.16840
H4 -1.28797 1.52688 0.12144
H5 -1.24500 -2.17876 0.19462

The electronic energy comes out at -360.510269 a.u. The molecular weight comes out at 99.1 g/mol.

Now the Mulliken charges, all in e: -0.198 -0.009 -0.551 -0.275 -0.017 0.044 -0.442 0.370 0.214 0.223 0.287 0.353

Entry 3:
C4H5NO2 | the ωB97M-V functional and the def2-TZVPD basis

Atoms and positions in Å:
C1 -0.38625 -2.01850 -0.55300
O1 -0.15898 -0.69080 -1.00021
C2 -0.09966 0.23283 -0.04967
C3 0.11461 1.59916 -0.32456
C4 0.31375 2.16887 0.89369
O2 0.11900 1.21730 1.84709
N1 -0.16531 0.00646 1.23881
H1 0.41419 -2.34732 0.11768
H2 -1.34303 -2.07340 -0.02751
H3 -0.40445 -2.62519 -1.45696
H4 0.25380 2.11764 -1.25896
H5 1.34234 2.41293 0.57359

The electronic energy comes out at -360.510362 a.u. The molecular weight comes out at 99.1 g/mol. As for the structure (SMILES): COc1ccon1.

Now the Mulliken charges, all in e: -0.626 -0.361 0.585 -0.412 -0.121 -0.141 -0.327 0.288 0.301 0.223 0.374 0.216

Entry 4:
C4H5NO2 | the ωB97M-V functional and the def2-TZVPD basis

Atoms and positions in Å:
O1 -2.07949 1.93329 0.60460
C1 -1.51232 0.92497 0.26569
C2 -0.06993 0.66293 0.57485
C3 0.29647 -0.76844 0.95613
N1 0.67792 -0.19657 -0.26738
C4 1.07788 -0.49880 -1.53213
O2 1.50014 -1.58270 -1.86377
H1 -2.03466 0.11288 -0.28507
H2 0.46055 1.48839 1.04491
H3 -0.49907 -1.51461 0.95285
H4 1.07716 -0.91785 1.69879
H5 1.02088 0.37643 -2.20312

The electronic energy comes out at -360.593561 a.u. The molecular weight comes out at 99.1 g/mol. As for the structure (SMILES): O=C[C@H]1CN1C=O.

Now the Mulliken charges, all in e: -0.459 -0.148 0.088 -0.466 -0.027 0.093 -0.537 0.315 0.341 0.243 0.227 0.330

Entry 5:
C4H5NO2 | the ωB97M-V functional and the def2-TZVPD basis

Atoms and positions in Å:
O1 0.04126 1.62089 -0.81054
C1 0.32472 0.93073 0.25305
N1 1.40272 0.00061 0.29681
C2 0.54406 -1.04606 -0.30638
C3 -0.91431 -0.45416 -0.07463
O2 -1.17548 -0.66423 1.33771
C4 -0.87594 0.64702 0.99159
H1 2.13644 0.29706 -0.33951
H2 0.63495 -2.00153 0.21798
H3 0.71361 -1.17652 -1.38048
H4 -0.92886 0.79654 -1.02846
H5 -1.68894 1.36784 0.97078

The electronic energy comes out at -360.407452 a.u. The molecular weight comes out at 99.1 g/mol.

Now the Mulliken charges, all in e: -0.549 0.634 -0.490 -0.485 -0.253 -0.325 -0.149 0.292 0.314 0.268 0.430 0.313

Entry 6:
C4H5NO2 | the ωB97M-V functional and the def2-TZVPD basis

Atoms and positions in Å:
N1 1.50930 0.99473 0.23736
C1 0.45289 0.24268 -0.01014
C2 0.86974 -1.15718 -0.11473
O1 2.03425 -1.57838 -0.09991
C3 -0.83636 0.70979 -0.20267
C4 -1.96987 -0.22067 -0.22935
O2 -2.13168 -1.18969 0.53233
H1 2.37041 0.42882 0.58133
H2 1.31956 1.75962 0.77698
H3 0.11996 -1.94946 -0.27979
H4 -0.91871 1.76615 -0.31756
H5 -2.81949 0.19359 -0.87386

The electronic energy comes out at -360.597136 a.u. The molecular weight comes out at 99.1 g/mol. As for the structure (SMILES): N/C(C=O)=C/C=O.

Now the Mulliken charges, all in e: -0.511 0.566 0.088 -0.519 -0.646 -0.053 -0.489 0.301 0.245 0.360 0.384 0.275

Entry 7:
C4H5NO2 | the ωB97M-V functional and the def2-TZVPD basis

Atoms and positions in Å:
O1 -2.28913 0.80235 -0.13970
C1 -1.50117 -0.33793 0.08643
C2 -0.05037 -0.10121 -0.22570
C3 1.07266 -0.74665 0.35790
C4 2.06020 0.15182 0.15758
O2 1.63529 1.15661 -0.62867
N1 0.29351 0.98738 -0.86006
H1 -1.91816 1.27134 -0.89921
H2 -1.54668 -0.54705 1.16451
H3 -1.87599 -1.22327 -0.44392
H4 1.10458 -1.73540 0.79556
H5 3.01526 0.32202 0.63528

The electronic energy comes out at -360.583273 a.u. The molecular weight comes out at 99.1 g/mol. As for the structure (SMILES): OCc1ccon1.

Now the Mulliken charges, all in e: -0.522 -0.361 0.603 -0.418 -0.355 -0.165 -0.392 0.349 0.272 0.230 0.351 0.408

Entry 8:
C4H5NO2 | the ωB97M-V functional and the def2-TZVPD basis

Atoms and positions in Å:
C1 -1.11786 1.68386 0.55289
N1 -0.43911 0.62263 0.69366
C2 0.87864 0.61453 0.20724
C3 1.42124 -0.50787 -0.26346
O1 0.81070 -1.73652 -0.19918
C4 -0.51976 -1.90567 -0.44880
O2 -1.16477 -1.33494 -1.27573
H1 -2.15253 1.70944 0.89223
H2 -0.72407 2.59467 0.08701
H3 1.46867 1.53116 0.21015
H4 2.42784 -0.56698 -0.66407
H5 -0.88900 -2.70430 0.20805

The electronic energy comes out at -360.595606 a.u. The molecular weight comes out at 99.1 g/mol. As for the structure (SMILES): C=N/C=C\OC=O.

Now the Mulliken charges, all in e: -0.247 -0.406 0.134 -0.454 -0.323 0.210 -0.453 0.256 0.224 0.370 0.362 0.326

Entry 9:
C4H5NO2 | the ωB97M-V functional and the def2-TZVPD basis

Atoms and positions in Å:
O1 -1.44965 1.15012 1.95317
C1 -0.78349 0.49151 1.08768
N1 -0.23698 0.94313 -0.04970
C2 0.18462 0.08621 -1.12932
C3 1.39930 -0.77683 -0.83652
O2 2.01014 -0.75619 0.19810
C4 -0.85579 -0.54403 1.98626
H1 0.00023 1.92382 -0.07834
H2 0.40964 0.70705 -2.00566
H3 -0.64012 -0.57086 -1.43740
H4 1.68257 -1.45099 -1.67422
H5 -1.72047 -1.20294 1.98595

The electronic energy comes out at -360.505587 a.u. The molecular weight comes out at 99.1 g/mol.

Now the Mulliken charges, all in e: -0.512 0.694 -0.154 -0.580 0.087 -0.422 -0.549 0.267 0.352 0.296 0.328 0.193

Entry 10:
C4H5NO2 | the ωB97M-V functional and the def2-TZVPD basis

Atoms and positions in Å:
O1 -2.49737 -0.92500 -0.20620
C1 -1.39807 -1.37686 0.01951
N1 -0.33672 -0.60696 0.44421
C2 -0.38768 0.85751 0.34769
C3 1.01706 1.16597 -0.09304
C4 1.62751 0.02031 -0.36193
O2 0.90318 -1.10142 -0.07535
H1 -1.14394 -2.44799 -0.01633
H2 -1.14655 1.15741 -0.38853
H3 -0.66698 1.28656 1.31620
H4 1.43113 2.15873 -0.19530
H5 2.59843 -0.18826 -0.79092

The electronic energy comes out at -360.569497 a.u. The molecular weight comes out at 99.1 g/mol. As for the structure (SMILES): O=CN1CC=CO1.

Now the Mulliken charges, all in e: -0.522 0.075 0.062 -0.291 -0.370 -0.252 -0.337 0.370 0.247 0.268 0.337 0.413

Entry 11:
C4H5NO2 | the ωB97M-V functional and the def2-TZVPD basis

Atoms and positions in Å:
O1 2.00775 1.02176 -1.12310
C1 1.33038 0.77865 0.07965
C2 0.08678 -0.05584 -0.06753
C3 -0.87963 -0.34584 0.94034
C4 -1.77665 -1.12112 0.28823
O2 -1.41041 -1.28398 -0.98816
N1 -0.23089 -0.60735 -1.20860
H1 1.35759 1.29632 -1.78295
H2 2.03542 0.24747 0.72827
H3 1.05531 1.71187 0.59883
H4 -0.89315 -0.01654 1.96838
H5 -2.69245 -1.61352 0.58460

The electronic energy comes out at -360.594467 a.u. The molecular weight comes out at 99.1 g/mol. As for the structure (SMILES): OCc1ccon1.

Now the Mulliken charges, all in e: -0.510 -0.339 0.553 -0.415 -0.344 -0.166 -0.369 0.316 0.263 0.257 0.330 0.425

Entry 12:
C4H5NO2 | the ωB97M-V functional and the def2-TZVPD basis

Atoms and positions in Å:
O1 -1.62094 0.75685 -1.44662
C1 -1.24076 -0.42380 -0.88267
O2 -1.74365 -0.74043 0.45941
C2 -0.42010 -0.42209 0.29778
C3 0.47451 0.49946 0.98646
C4 1.65818 -0.00520 0.27892
N1 0.75181 -0.99347 0.89053
H1 -1.23241 1.46536 -0.91108
H2 -1.31416 -1.25423 -1.57773
H3 0.37960 1.00391 1.93924
H4 1.68704 0.05638 -0.81098
H5 2.62088 0.05726 0.77672

The electronic energy comes out at -360.518986 a.u. The molecular weight comes out at 99.1 g/mol. As for the structure (SMILES): O[C@@H]1O[C@]12[C@@H]1CN12.

Now the Mulliken charges, all in e: -0.511 0.140 -0.499 0.547 -0.406 -0.170 -0.541 0.327 0.416 0.241 0.184 0.272

Look up the molecular weight of the ninth one. 99.1 g/mol

Which formula does entry 9 have? C4H5NO2

What did the sixth record say?
C4H5NO2 | the ωB97M-V functional and the def2-TZVPD basis

Atoms and positions in Å:
N1 1.50930 0.99473 0.23736
C1 0.45289 0.24268 -0.01014
C2 0.86974 -1.15718 -0.11473
O1 2.03425 -1.57838 -0.09991
C3 -0.83636 0.70979 -0.20267
C4 -1.96987 -0.22067 -0.22935
O2 -2.13168 -1.18969 0.53233
H1 2.37041 0.42882 0.58133
H2 1.31956 1.75962 0.77698
H3 0.11996 -1.94946 -0.27979
H4 -0.91871 1.76615 -0.31756
H5 -2.81949 0.19359 -0.87386

The electronic energy comes out at -360.597136 a.u. The molecular weight comes out at 99.1 g/mol. As for the structure (SMILES): N/C(C=O)=C/C=O.

Now the Mulliken charges, all in e: -0.511 0.566 0.088 -0.519 -0.646 -0.053 -0.489 0.301 0.245 0.360 0.384 0.275

Which formula does entry 11 have? C4H5NO2